A | The following is a DFT calculation (ωB97M-V/def2-TZVPD) of a cluster of 2 separate species, C6H8N5O in total.

```
20
Properties=species:S:1:pos:R:3:nbo_charge:R:1
C -3.00 -1.39 -0.47 -0.12
C -2.17 -1.21 -1.63 0.04
C -2.15 0.19 1.07 0.32
C -0.85 0.66 -1.15 0.36
C -1.22 0.91 1.80 0.52
C -0.11 1.51 -0.42 0.33
N -2.62 -0.77 0.59 -0.18
N -1.39 -0.23 -1.77 -0.26
N -0.26 1.55 0.97 -0.54
N 0.94 2.17 -0.99 -0.77
N 1.15 -0.96 0.96 -1.09
O -1.29 1.15 2.98 -0.51
H -3.58 -2.31 -0.57 0.27
H -2.28 -1.94 -2.49 0.25
H 0.47 1.93 1.55 0.44
H 0.92 2.49 -1.98 0.43
H 1.75 2.37 -0.53 0.41
H 1.59 -1.84 0.70 0.38
H 0.35 -1.26 1.50 0.35
H 1.78 -0.60 1.66 0.37
```

* net charge: +1
* HOMO-LUMO gap: 7.1 eV
* LUMO energy: -4.99 eV
* HOMO energy: -0.4438 hartree



B | The following is a DFT calculation (ωB97M-V/def2-TZVPD) of the ion C6H8N5O with charge +1.

```
20
Properties=species:S:1:pos:R:3:nbo_charge:R:1
C 1.56 -1.17 -2.48 0.07
C 0.25 0.10 -3.47 0.42
C -0.35 0.61 2.03 -0.05
C 1.10 -0.19 -1.47 0.24
C -2.37 -0.81 1.67 -0.39
C 1.79 1.39 1.68 -0.17
N 0.89 -0.98 -3.59 -0.45
N -0.67 -0.39 0.07 0.04
N 0.55 -0.02 -0.03 -0.06
N -1.18 -0.11 1.18 -0.05
N 0.76 0.75 1.35 -0.09
O 0.31 0.66 -2.36 -0.38
H 2.19 -1.96 -2.29 0.23
H -0.40 0.52 -4.22 0.21
H -0.85 1.26 2.87 0.28
H -2.72 -0.33 2.52 0.23
H -3.02 -0.78 0.88 0.24
H -2.09 -1.89 1.89 0.25
H 2.64 1.56 1.12 0.24
H 1.60 1.80 2.64 0.22
```

* net charge: +1
* HOMO-LUMO gap (alpha / beta): 7.9 / 7.9 eV
* LUMO energy (alpha / beta): -4.08 / -4.08 eV
* HOMO energy (alpha / beta): -0.4390 / -0.4390 hartree



In order of decreasing stability: A, B.